No. 1
Here is C3H6Cl2Si in the gas phase in a non-equilibrium geometry from the Open Molecules 2025 dataset. Energies are from wB97M-V/def2-TZVPD.

Calculated values
* SMILES string: Cl[SiH](Cl)C1CC1
* HOMO-LUMO gap: 10.4746 eV

The geometry in ORCA input format:
```
! wB97M-V def2-TZVPD RIJCOSX def2/J DEFGRID3
* xyz 0 1
C -1.224 0.637 -0.342
C -0.897 -0.737 -0.745
C -0.322 -0.254 0.540
Si 1.474 0.184 0.895
Cl 2.035 1.856 -0.200
Cl 3.071 -1.371 -0.249
H -0.791 1.422 -1.044
H -2.250 0.879 -0.116
H -1.877 -1.413 -0.757
H -0.368 -0.772 -1.675
H -0.936 -0.687 1.358
H 2.087 0.254 2.334
*
```

=====

No. 2
Here is a molecular structure, C6H7N2O5S2 in a non-equilibrium geometry from the Open Molecules 2025 dataset. Energies are from wB97M-V/def2-TZVPD.

Calculated values
* HOMO-LUMO gap: 9.0543 eV

The geometry in ORCA input format:
```
! wB97M-V def2-TZVPD RIJCOSX def2/J DEFGRID3
* xyz -1 1
C -1.049 0.041 -2.479
C -0.338 0.046 -1.334
C 0.631 -0.826 -1.006
C -0.482 1.044 -0.221
C 1.185 -1.968 -1.802
C -0.728 3.263 0.210
N -1.640 -0.056 -3.435
N 0.668 0.881 0.625
O 0.611 -3.116 3.019
O 0.028 -1.677 1.179
O 1.361 -0.764 3.085
O -0.505 2.309 -0.809
O -0.962 -1.332 3.537
S 1.208 -0.554 0.703
S 0.222 -1.733 2.872
H -1.471 0.752 0.321
H 1.598 -1.666 -2.858
H 0.228 -2.538 -1.984
H 1.809 -2.576 -1.123
H -1.672 3.012 0.641
H -0.678 4.351 -0.119
H -0.023 3.105 0.978
*
```